## w
# C3H7N3O2

The molecule C3H7N3O2 (wB97M-V/def2-TZVPD, the OMol25 dataset).

```
15
Properties=species:S:1:pos:R:3:lowdin_charge:R:1
C -2.014 0.405 -0.230 -0.195
N 0.376 0.103 -0.575 0.129
C -0.596 -0.492 0.104 -0.455
C 1.763 0.128 -0.233 -0.535
N 2.161 -0.836 0.641 0.153
O -2.844 0.314 0.885 -0.051
N 2.593 0.877 -0.831 0.106
O -0.655 -1.314 0.981 0.086
H -2.642 -0.523 1.333 0.087
H -0.494 0.884 -0.806 0.201
H 3.150 -0.914 0.801 0.107
H 1.485 -1.453 1.060 0.080
H 2.156 1.493 -1.506 0.038
H -2.424 -0.139 -1.092 0.117
H -2.015 1.468 -0.531 0.129
```

The value obtained for the HOMO energy is -9.38 eV. The LUMO energy comes out at 0.6 eV. Its SMILES is [H]/N=C(/N)NC(=O)CO.

=====

## x
# C3H7N3O2

The molecule C3H7N3O2 (wB97M-V/def2-TZVPD, the OMol25 dataset).

```
15
Properties=species:S:1:pos:R:3:lowdin_charge:R:1
C -1.407 -0.459 -1.617 -0.055
C -0.776 -0.134 -0.346 -0.351
C 2.159 0.231 0.553 -0.235
H -0.587 -0.750 -2.394 0.136
H -2.126 -1.237 -1.530 0.075
H -1.971 0.240 -2.105 0.044
H 0.375 1.331 -1.017 0.130
H 1.156 1.780 1.773 0.233
H 2.935 0.088 1.409 0.143
H -1.328 -1.275 2.387 0.191
N 0.004 1.153 -0.045 0.019
N 1.191 1.260 0.710 -0.074
N -1.387 -0.776 0.640 0.072
O 2.144 -0.731 -0.376 -0.092
O -0.382 -0.721 1.956 -0.235
```

The value obtained for the HOMO energy is -9.37 eV. The LUMO energy comes out at 0.6 eV. Its SMILES is C/C(=N/O)NNC=O.

=====

## y
# C3H7N3O2

A 2-piece molecular cluster, C3H7N3O2 overall (wB97M-V/def2-TZVPD, the OMol25 dataset).

```
15
Properties=species:S:1:pos:R:3:lowdin_charge:R:1
C 0.056 1.807 -0.090 -0.055
C -0.682 0.481 0.304 -0.454
C 1.980 -0.522 0.251 -0.267
H 1.012 1.577 -0.768 0.100
H 0.410 2.948 0.752 0.201
H -0.427 2.254 -0.909 0.008
H 0.146 -2.067 0.025 0.200
H 2.082 0.418 0.759 0.110
H -2.608 -1.668 -0.911 0.128
H -2.032 -1.671 0.612 0.116
N 0.698 -1.162 0.408 0.024
N -1.618 0.052 -0.564 0.053
N -1.660 -1.416 -0.377 -0.078
O -0.176 -0.349 1.174 -0.080
O 2.818 -0.684 -0.667 -0.008
```

The value obtained for the HOMO energy is -9.84 eV. The LUMO energy comes out at 0.5 eV.

=====

## z
# C3H7N3O2

The molecule C3H7N3O2 (wB97M-V/def2-TZVPD, the OMol25 dataset).

```
15
Properties=species:S:1:pos:R:3:lowdin_charge:R:1
C 0.303 0.459 -0.083 -0.348
C 1.050 1.699 0.359 0.004
C 0.219 -1.904 -0.488 -0.129
N 0.825 -0.659 -0.083 0.052
N -3.259 0.762 0.061 0.176
N -2.145 0.597 0.545 -0.413
O -1.100 0.791 -0.426 -0.006
O -1.798 0.293 1.644 0.059
H 2.045 1.715 0.113 0.045
H 0.459 2.616 -0.156 0.142
H 0.957 1.799 1.370 0.044
H -0.738 -2.230 0.089 0.101
H 1.020 -2.614 -0.259 0.055
H -0.021 -2.061 -1.663 0.129
H -3.960 0.590 0.761 0.088
```

The value obtained for the HOMO energy is -10.19 eV. The LUMO energy comes out at 0.7 eV. Its SMILES is [H]/N=[N+](\[O-])O/C(C)=N\C.

=====

The most stable arrangement is w, and the next structure is 0.1261 hartree less stable.

=====

## w
# C3H7N3O2

The molecule C3H7N3O2 (wB97M-V/def2-TZVPD, the OMol25 dataset).

```
15
Properties=species:S:1:pos:R:3:lowdin_charge:R:1
C -0.158 0.199 -0.408 -0.464
C 1.049 -0.057 0.399 -0.483
N -0.582 -0.883 -1.241 0.093
N -0.196 1.504 -0.999 0.089
N 1.595 -1.278 0.350 0.205
C -0.926 0.315 1.230 -0.180
O 1.153 0.692 1.423 -0.019
O -1.559 -0.580 1.706 0.067
H -0.624 -0.592 -2.209 0.086
H -1.470 -1.259 -0.925 0.087
H -1.118 1.928 -0.943 0.084
H 0.468 2.121 -0.544 0.086
H 1.231 -1.925 -0.334 0.100
H 2.219 -1.570 1.084 0.123
H -1.083 1.385 1.412 0.126
```

The value obtained for the HOMO energy is -8.52 eV. The LUMO energy comes out at 0.9 eV. Its SMILES is NC(=O)C(N)(N)C=O.

=====

## x
# C3H7N3O2

A 2-piece molecular cluster, C3H7N3O2 overall (wB97M-V/def2-TZVPD, the OMol25 dataset).

```
15
Properties=species:S:1:pos:R:3:lowdin_charge:R:1
C 0.758 1.499 -0.483 -0.077
N 0.409 0.267 0.214 -0.043
C 0.408 -1.018 -0.600 -0.567
C -1.622 0.027 0.617 -0.447
N 0.847 -2.104 0.136 0.159
O -1.743 -1.101 0.189 0.053
N -2.211 1.015 1.029 0.170
O 0.394 -0.959 -1.801 0.095
H 0.869 0.175 1.112 0.131
H 0.458 -2.205 1.063 0.099
H 0.795 -2.961 -0.393 0.110
H -1.880 1.957 0.905 0.057
H 1.829 1.568 -0.678 0.088
H 0.228 1.485 -1.433 0.091
H 0.462 2.356 0.125 0.080
```

The value obtained for the HOMO energy is -9.91 eV. The LUMO energy comes out at 0.6 eV. Its SMILES is CNC(N)=O.N=C=O.

=====

## y
# C3H7N3O2

The molecule C3H7N3O2 (wB97M-V/def2-TZVPD, the OMol25 dataset).

```
15
Properties=species:S:1:pos:R:3:lowdin_charge:R:1
C -0.070 1.342 0.091 -0.396
C 0.413 0.088 0.766 -0.279
N -1.937 0.073 -0.820 0.078
N 1.002 0.255 2.033 0.065
N 0.799 -1.308 -1.223 0.057
C 0.590 -1.079 0.118 -0.203
O -1.237 1.349 -0.642 -0.056
O 0.539 2.401 0.306 0.073
H -2.168 0.130 -1.813 0.092
H -2.814 0.249 -0.324 0.097
H 1.328 1.228 2.095 0.089
H 1.820 -0.353 2.101 0.088
H 0.847 -0.450 -1.766 0.089
H 0.110 -1.943 -1.620 0.087
H 0.778 -1.981 0.698 0.117
```

The value obtained for the HOMO energy is -7.69 eV. The LUMO energy comes out at 0.7 eV. Its SMILES is N/C=C(/N)C(=O)ON.

=====

The most stable arrangement is x, and the next structure is 0.0232 hartree less stable.

=====

## w
# C6H12N2O

The molecule C6H12N2O (wB97M-V/def2-TZVPD, the OMol25 dataset).

```
21
Properties=species:S:1:pos:R:3:lowdin_charge:R:1
C -0.705 2.059 0.432 -0.047
C -0.982 -1.261 -1.327 -0.052
C 1.261 0.427 -0.083 -0.324
C -0.071 0.743 0.071 -0.226
C -0.713 -0.550 -0.024 -0.379
N 2.287 1.227 -0.547 0.115
N -1.575 -0.932 1.006 0.116
C 1.370 -0.979 0.222 -0.147
O 1.295 -1.489 1.530 -0.056
H 0.365 -1.496 1.811 0.059
H 3.213 0.827 -0.552 0.086
H 2.101 1.852 -1.317 0.090
H -1.767 -0.250 1.726 0.098
H -2.374 -1.513 0.787 0.096
H 2.079 -1.581 -0.352 0.116
H 0.040 2.855 0.384 0.072
H -1.104 2.061 1.453 0.068
H -1.536 2.317 -0.232 0.073
H -1.972 -0.975 -1.713 0.079
H -0.978 -2.348 -1.207 0.082
H -0.235 -0.994 -2.070 0.084
```

The value obtained for the HOMO energy is -7.37 eV. The LUMO energy comes out at 0.8 eV. Its SMILES is C/C(N)=C(C)\C(N)=C/O.

=====

## x
# C6H12N2O

C6H12N2O as an isolated structure (wB97M-V/def2-TZVPD, the OMol25 dataset).

```
21
Properties=species:S:1:pos:R:3:lowdin_charge:R:1
C 3.021 -0.580 0.471 -0.247
N 1.707 -0.596 -0.129 -0.114
C -0.011 1.473 0.388 -0.136
C -0.029 0.956 1.616 0.069
H 1.807 -0.661 -1.142 0.037
H 1.317 0.767 -0.026 0.161
H 3.549 -1.482 0.142 0.070
H 2.891 -0.623 1.554 0.052
H 3.549 0.345 0.206 0.067
H 0.601 0.200 2.060 0.075
H -0.532 1.314 2.498 0.071
C -2.007 -1.206 -1.209 -0.014
C -1.990 0.091 -0.458 -0.348
C -0.825 1.019 -0.769 -0.439
N -2.721 0.424 0.517 0.160
O -0.211 0.898 -1.878 -0.032
H -3.474 -0.238 0.709 0.066
H -0.669 2.443 -0.312 0.241
H -2.025 -0.992 -2.278 0.087
H -1.076 -1.746 -1.021 0.090
H -2.873 -1.809 -0.939 0.081
```

The value obtained for the HOMO energy (spin up / spin down) is -8.17 / -8.17 eV. The LUMO energy (spin up / spin down) comes out at -0.9 / -0.9 eV.

=====

The most stable arrangement is w, and the next structure is 0.2058 hartree less stable.

=====

## w
# C6H12N2O

The molecule C6H12N2O (wB97M-V/def2-TZVPD, the OMol25 dataset).

```
21
Properties=species:S:1:pos:R:3:lowdin_charge:R:1
C 1.934 1.241 0.800 -0.151
C 0.908 0.074 -1.688 -0.057
C 0.388 -0.555 -0.412 -0.391
C 0.631 -1.883 -0.190 0.084
O 0.870 0.331 0.873 -0.231
H 2.835 0.759 0.402 0.080
H 1.686 2.106 0.171 0.079
H 2.158 1.596 1.811 0.084
H 0.592 1.115 -1.751 0.085
H 0.510 -0.468 -2.546 0.087
H 1.994 0.021 -1.754 0.080
H 1.117 -2.496 -0.932 0.072
H 0.309 -2.357 0.724 0.071
N -1.870 0.970 1.801 0.054
C -2.344 -0.885 -0.627 0.039
N -1.478 1.044 0.539 -0.007
C -1.397 -0.079 -0.163 -0.293
H -1.740 1.829 2.316 0.098
H -1.664 0.102 2.292 0.112
H -3.347 -0.912 -0.228 0.053
H -2.093 -1.554 -1.438 0.052
```

The value obtained for the HOMO energy (spin up / spin down) is -8.22 / -7.47 eV. The LUMO energy (spin up / spin down) comes out at 0.7 / -0.3 eV.

=====

## x
# C6H12N2O

The molecule C6H12N2O (wB97M-V/def2-TZVPD, the OMol25 dataset).

```
21
Properties=species:S:1:pos:R:3:lowdin_charge:R:1
C -0.232 0.635 1.142 -0.408
C 0.467 -0.202 2.232 -0.062
C 0.627 -0.382 -1.763 -0.461
C -1.078 -0.184 0.011 -0.270
N 1.106 -0.188 -3.037 0.131
N 0.527 1.742 0.597 0.041
C -0.644 -0.117 -1.367 -0.063
C -2.172 -0.818 0.419 0.033
O 1.578 -0.758 -0.884 0.049
H 1.149 -0.636 0.036 0.100
H -1.070 1.122 1.658 0.127
H 1.955 -0.688 -3.247 0.097
H 0.417 -0.165 -3.771 0.100
H 1.350 1.429 0.097 0.064
H 0.797 2.396 1.322 0.077
H -1.380 0.133 -2.116 0.108
H -0.151 -1.056 2.503 0.075
H 1.439 -0.564 1.897 0.067
H 0.637 0.409 3.120 0.077
H -2.554 -0.716 1.422 0.059
H -2.769 -1.393 -0.272 0.060
```

The value obtained for the HOMO energy is -7.50 eV. The LUMO energy comes out at 0.9 eV. Its SMILES is C=C(/C=C(/N)O)[C@@H](C)N.

=====

## y
# C6H12N2O

A 2-piece molecular cluster, C6H12N2O overall (wB97M-V/def2-TZVPD, the OMol25 dataset).

```
21
Properties=species:S:1:pos:R:3:lowdin_charge:R:1
C 2.272 0.637 1.282 -0.052
N 1.200 1.404 0.666 -0.270
C -0.086 1.485 1.147 -0.215
C -1.169 1.972 0.539 -0.020
O 1.462 1.724 -0.664 -0.014
H 1.720 2.663 -0.610 0.122
H -0.187 1.086 2.155 0.116
H 3.137 1.284 1.456 0.082
H 1.966 0.207 2.242 0.091
H 2.579 -0.184 0.626 0.076
H -1.124 2.366 -0.470 0.041
H -2.132 1.968 1.039 0.042
C -0.253 -1.421 -0.778 -0.264
C -1.552 -1.386 -1.475 -0.166
C -2.288 -2.498 -1.580 0.018
N 0.031 -2.222 0.194 0.094
H 0.986 -2.028 0.510 0.024
H 0.488 -0.688 -1.137 0.095
H -1.858 -0.440 -1.903 0.089
H -1.952 -3.436 -1.145 0.061
H -3.240 -2.490 -2.096 0.053
```

The value obtained for the HOMO energy is -7.98 eV. The LUMO energy comes out at 0.7 eV. Its SMILES is [H]/N=C/C=C.C=CN(C)O.

=====

The most stable arrangement is x, and the next structure is 0.0910 hartree less stable.